Record 1
Here is a 5-piece molecular cluster, C14H39NO6 overall from the OMol25 dataset. Energies are from ωB97M-V/def2-TZVPD.

The geometry in XYZ format:
```
60
Properties=species:S:1:pos:R:3:forces:R:3:lowdin_charge:R:1
H 9.183 1.836 -4.749 0.035 0.564 -0.471 0.08
C 13.118 2.542 -9.484 -1.171 0.075 -0.604 -0.24
H 5.929 10.778 -0.596 -0.517 0.902 -0.310 0.07
H 13.121 2.531 -11.633 0.124 0.306 -0.309 0.13
N 12.845 1.139 -9.296 0.559 0.043 0.079 -0.06
C 8.700 7.362 -7.806 -0.023 -0.166 -1.769 -0.10
H 9.071 3.791 -3.248 0.075 0.414 -0.013 0.10
H 8.623 7.946 -8.724 -0.294 -0.083 -0.165 0.07
C 8.240 2.215 -4.354 -0.406 -1.761 0.630 -0.10
O 7.159 13.159 -7.169 -0.375 -3.461 0.335 -0.06
C 12.800 -0.658 -7.644 -0.480 0.063 1.316 -0.21
H 10.476 4.537 -11.396 -0.488 0.271 -0.193 0.09
H 9.238 14.626 -6.184 -0.383 -0.394 0.012 0.08
H 10.628 3.353 -12.737 0.206 0.488 -0.450 0.08
H 7.770 1.303 -3.987 -0.662 -0.290 -0.745 0.08
H 8.977 2.387 -2.326 -0.601 -0.427 0.214 0.11
C 13.050 0.794 -7.898 0.654 0.365 -0.997 -0.22
H 6.522 8.584 -0.484 -0.140 0.778 0.967 0.11
C 8.740 14.910 -7.111 -0.482 0.523 -0.652 -0.08
H 10.439 8.627 -7.108 -0.317 0.151 -0.421 0.11
O 5.818 8.155 -2.216 -0.674 -1.300 -1.694 -0.08
H 7.568 2.768 -5.010 0.400 -0.230 -0.289 0.08
H 9.347 3.112 -11.664 0.016 0.147 0.742 0.09
H 10.346 -2.326 -6.570 -0.224 -0.441 0.202 0.08
O 8.711 8.684 -5.856 0.766 0.549 -0.160 -0.10
C 11.425 -2.268 -6.707 -2.521 0.081 0.760 -0.14
H 6.835 14.788 -8.207 0.132 0.892 -0.031 0.12
C 8.415 2.937 -3.081 0.790 2.409 0.337 -0.35
O 11.210 2.729 -10.925 0.428 -1.498 1.885 -0.20
H 14.163 2.811 -9.335 0.223 -0.348 -0.352 0.12
H 4.970 10.589 -2.179 0.953 -0.173 -0.205 0.07
H 9.939 7.191 -6.219 0.605 0.227 0.205 0.10
H 11.880 0.959 -9.534 -0.203 0.090 -0.148 0.11
C 5.580 8.766 -1.002 0.056 0.989 0.342 -0.34
C 7.279 14.495 -7.256 0.982 1.965 0.763 -0.39
H 7.710 7.216 -7.375 0.117 0.012 -0.022 0.08
H 4.152 10.352 -0.762 0.220 0.320 0.685 0.06
H 14.113 0.917 -7.693 0.136 0.433 -0.033 0.12
H 12.801 4.095 -10.733 -0.279 0.401 -0.901 0.12
O 7.155 3.423 -2.596 0.210 -0.633 0.378 -0.08
H 9.314 14.550 -7.965 0.170 0.170 0.063 0.07
H 11.591 -2.942 -7.547 0.703 0.431 -0.324 0.09
H 7.042 4.347 -2.830 0.154 -0.029 -0.044 0.08
H 13.673 -1.001 -7.089 -0.166 -0.460 0.514 0.11
H 12.823 -1.243 -8.564 -0.404 0.142 -0.244 0.12
H 6.597 8.559 -2.604 0.011 -0.007 -0.075 0.09
C 9.576 8.026 -6.818 -0.720 -0.844 2.626 -0.31
H 11.827 -2.678 -5.780 0.696 0.218 -0.067 0.08
C 10.368 3.493 -11.688 0.296 0.442 -1.362 -0.13
H 8.686 15.998 -7.092 0.489 0.159 -0.303 0.07
H 9.104 6.382 -8.058 -0.060 -0.027 -0.253 0.07
H 4.773 8.326 -0.417 0.163 -0.840 -0.472 0.11
H 8.313 9.439 -6.295 -0.088 0.202 -0.012 0.07
C 5.161 10.249 -1.161 -0.041 -0.694 0.721 -0.08
H 12.585 3.177 -8.776 -0.289 0.034 0.659 0.11
H 12.526 1.544 -7.305 -0.335 -0.501 0.786 0.12
H 6.222 12.974 -7.074 0.011 -0.408 -0.026 0.09
O 11.579 -0.873 -6.885 2.032 -0.673 -1.330 -0.17
C 12.585 3.031 -10.826 0.476 -0.096 0.386 -0.21
H 6.786 14.941 -6.392 -0.544 0.526 -0.159 0.11
```
Positions in Å, forces in eV/Å.

Energy above the lowest of the compared OMol25 structures with the same formula, charge and spin = 2.485 eV
E_HOMO = -8.8489 eV
Frontier orbital gap = 9.313 eV
Total charge = 0

***

Record 2
Here is one molecule with the formula C4H8N2O from the OMol25 dataset. Energies are from ωB97M-V/def2-TZVPD.

The geometry in XYZ format:
```
15
Properties=species:S:1:pos:R:3:forces:R:3:lowdin_charge:R:1
H 2.300 -0.593 -1.149 -0.088 0.025 -0.028 0.08
C 0.932 -0.409 0.447 -0.251 -0.011 0.015 -0.11
H 1.520 0.137 1.181 -0.059 -0.011 0.003 0.10
H 0.971 -1.474 0.671 0.002 0.080 -0.040 0.11
O -1.817 0.491 -1.441 0.256 -0.406 0.437 -0.17
C -0.769 -0.230 0.827 -0.629 -1.889 1.022 -0.40
C 1.320 -0.132 -0.983 -0.114 0.130 0.057 -0.10
N -1.551 -1.099 0.059 -0.233 0.042 -1.694 -0.06
H -1.192 1.777 0.122 -0.018 -0.022 -0.091 0.08
H -0.827 -0.947 1.720 0.873 2.070 -0.072 0.18
C -0.718 1.165 0.870 0.286 -0.151 0.241 0.19
H -0.120 1.636 1.643 0.006 -0.051 0.031 0.09
H 0.608 -0.562 -1.683 -0.019 -0.089 0.031 0.07
H 1.391 0.932 -1.198 0.042 0.014 0.016 0.08
N -2.046 -0.692 -1.086 -0.054 0.267 0.071 -0.16
```
Positions in Å, forces in eV/Å.

Energy above the lowest of the compared OMol25 structures with the same formula, charge and spin = 7.555 eV
E_HOMO (spin up / spin down) = -8.1369 / -8.1409 eV
Frontier orbital gap (spin up / spin down) = 6.316 / 6.330 eV
Total charge = 0

***

Record 3
Here is an isolated ion of composition C9H17BrN and charge +1 from the OMol25 dataset. Energies are from ωB97M-V/def2-TZVPD.

The geometry in XYZ format:
```
28
Properties=species:S:1:pos:R:3:forces:R:3:lowdin_charge:R:1
H 0.244 -1.135 -1.268 1.238 -0.653 -0.765 0.13
H -0.975 -1.771 -0.194 -0.538 0.932 -0.901 0.15
C 1.250 1.804 0.150 -0.566 0.387 1.153 -0.14
H 1.044 0.927 2.245 -0.547 0.730 -1.243 0.10
H -1.326 0.888 -0.174 -0.774 -1.036 -0.993 0.20
H -1.542 -0.838 1.952 0.974 -0.873 0.027 0.13
H -0.415 -2.326 1.720 -0.632 -0.790 -0.017 0.09
Br 2.849 -0.961 2.344 -0.363 -0.500 -0.246 0.72
H 1.637 -2.316 0.593 -0.309 -1.914 -0.025 0.06
C -2.265 -0.293 -1.802 -1.220 -0.225 0.457 0.05
H -3.044 -0.549 -1.026 0.716 0.311 -1.026 0.12
C -0.390 -0.871 -0.471 1.674 -1.540 2.428 -0.12
H 1.380 2.235 -2.070 -0.159 0.292 0.936 0.14
H -0.456 1.261 1.306 -1.304 1.172 0.835 0.09
H 0.046 -1.066 2.844 -1.020 -0.441 -0.184 0.10
C 0.788 1.775 -1.259 -0.355 -0.619 -1.078 -0.02
H -2.661 0.457 -2.532 0.476 -0.557 0.830 0.11
C 0.333 -0.580 0.916 0.946 0.617 -2.542 -0.59
C -0.242 1.116 -1.775 1.802 0.943 0.991 -0.07
C 0.548 0.955 1.231 0.652 -2.686 -0.532 -0.13
H 2.224 -0.808 0.007 -0.099 -0.304 0.015 0.07
H 2.299 1.651 0.122 1.147 -0.235 0.268 0.11
N -1.075 0.265 -0.986 -3.265 0.580 0.053 -0.13
C 1.647 -1.299 0.801 2.017 2.914 -0.134 -0.49
C -0.499 -1.276 1.888 -0.468 1.657 3.176 -0.07
H -0.497 1.214 -2.769 -0.518 -0.137 -1.933 0.11
H -2.006 -1.268 -2.345 0.168 1.632 0.854 0.14
H 1.104 2.809 0.554 0.329 0.344 -0.404 0.14
```
Positions in Å, forces in eV/Å.

Energy above the lowest of the compared OMol25 structures with the same formula, charge and spin = 0.000 eV
E_HOMO = -13.2405 eV
Frontier orbital gap = 10.352 eV
Total charge = +1

***

What did the second record say?
Here is one molecule with the formula C4H8N2O from the OMol25 dataset. Energies are from ωB97M-V/def2-TZVPD.

The geometry in XYZ format:
```
15
Properties=species:S:1:pos:R:3:forces:R:3:lowdin_charge:R:1
H 2.300 -0.593 -1.149 -0.088 0.025 -0.028 0.08
C 0.932 -0.409 0.447 -0.251 -0.011 0.015 -0.11
H 1.520 0.137 1.181 -0.059 -0.011 0.003 0.10
H 0.971 -1.474 0.671 0.002 0.080 -0.040 0.11
O -1.817 0.491 -1.441 0.256 -0.406 0.437 -0.17
C -0.769 -0.230 0.827 -0.629 -1.889 1.022 -0.40
C 1.320 -0.132 -0.983 -0.114 0.130 0.057 -0.10
N -1.551 -1.099 0.059 -0.233 0.042 -1.694 -0.06
H -1.192 1.777 0.122 -0.018 -0.022 -0.091 0.08
H -0.827 -0.947 1.720 0.873 2.070 -0.072 0.18
C -0.718 1.165 0.870 0.286 -0.151 0.241 0.19
H -0.120 1.636 1.643 0.006 -0.051 0.031 0.09
H 0.608 -0.562 -1.683 -0.019 -0.089 0.031 0.07
H 1.391 0.932 -1.198 0.042 0.014 0.016 0.08
N -2.046 -0.692 -1.086 -0.054 0.267 0.071 -0.16
```
Positions in Å, forces in eV/Å.

Energy above the lowest of the compared OMol25 structures with the same formula, charge and spin = 7.555 eV
E_HOMO (spin up / spin down) = -8.1369 / -8.1409 eV
Frontier orbital gap (spin up / spin down) = 6.316 / 6.330 eV
Total charge = 0

***

> Among the records above, which one has the highest energy above the lowest of the compared OMol25 structures with the same formula, charge and spin?

C4H8N2O